This record from OMol25 describes C24H30N2O4 as an isolated structure in a non-equilibrium geometry. The level of theory is ωB97M-V with the def2-TZVPD basis set.

For the energy above the lowest of the compared OMol25 structures with the same formula, charge and spin, the calculation gives 2529.9 kJ/mol. Its frontier orbital gap is 7.4 eV. The total charge is 0.

Positions of all 60 atoms, in Å:
C: 0.579 3.800 0.878
C: 1.652 3.793 -0.389
O: 1.744 2.641 -1.054
C: 2.376 1.517 -0.492
C: 3.096 1.462 0.540
C: 3.707 0.447 1.227
C: 3.663 -0.791 0.656
C: 3.017 -0.725 -0.827
C: 2.244 0.349 -1.267
O: 1.554 0.255 -2.289
C: 1.222 -0.745 -2.896
C: 0.089 -0.630 -4.058
H: 0.548 -0.184 -4.807
H: -0.682 -0.254 -3.440
H: -0.047 -1.681 -4.579
H: 0.891 -1.723 -2.050
H: 2.236 -1.461 -3.348
H: 3.004 -1.729 -1.167
C: 4.499 -1.791 1.000
H: 5.127 -2.244 0.506
H: 4.832 -1.648 1.919
C: 3.214 -2.900 1.459
N: 2.075 -2.305 1.793
C: 0.993 -2.203 1.038
O: 0.960 -2.741 -0.401
C: 0.115 -1.210 1.211
C: -1.167 -1.479 0.537
C: -2.129 -0.180 0.696
C: -2.036 0.681 1.730
C: -0.713 0.722 2.375
C: 0.252 -0.073 2.060
H: 1.147 -0.094 2.508
H: -0.544 1.612 3.017
C: -3.002 1.658 1.800
H: -3.855 1.318 2.389
H: -3.323 2.341 0.903
H: -2.531 2.632 2.196
N: -3.372 -0.436 0.268
C: -4.628 -0.486 0.565
O: -4.985 -0.374 1.826
C: -5.527 -0.729 -0.434
C: -4.897 -1.035 -1.538
H: -5.226 -0.786 -2.703
H: -4.773 -2.339 -1.785
C: -3.476 -0.492 -1.519
H: -2.407 -1.261 -1.810
H: -3.142 0.337 -1.836
H: -6.277 -1.487 -0.297
H: -6.019 0.425 -0.869
H: -1.461 -2.052 -0.093
H: 2.153 -1.768 2.495
H: 3.138 -3.487 0.326
H: 3.877 -3.650 1.950
H: 4.380 0.542 2.200
H: 3.235 2.492 1.367
H: 1.173 4.575 -0.953
H: 2.468 4.089 -0.140
H: -0.528 3.462 0.516
H: 0.465 4.901 1.218
H: 1.022 3.119 1.869


This record from OMol25 describes an isolated molecule of C9H9NO2 in a non-equilibrium geometry. The level of theory is ωB97M-V with the def2-TZVPD basis set.

Its structure (SMILES) is O=C(O)[C@H]1Cc2ccccc2N1. For the energy above the lowest of the compared OMol25 structures with the same formula, charge and spin, the calculation gives 145.9 kJ/mol. Its frontier orbital gap is 8.5 eV. The total charge is 0.

Positions of all 21 atoms, in Å:
O: 3.357 -1.333 -0.072
C: 2.954 -0.234 0.054
O: 3.642 0.825 -0.152
C: 1.506 -0.018 0.381
C: 0.784 1.177 -0.180
C: -0.644 0.653 0.102
C: -1.957 1.257 0.081
C: -3.071 0.528 0.093
C: -2.944 -0.938 -0.089
C: -1.674 -1.544 -0.149
C: -0.580 -0.752 0.095
N: 0.751 -1.148 0.114
H: 4.589 0.613 -0.225
H: 1.599 0.264 1.398
H: 1.214 2.095 0.183
H: 1.055 1.274 -1.260
H: -2.152 2.407 -0.064
H: -4.028 0.952 -0.012
H: -3.820 -1.563 -0.221
H: -1.591 -2.483 -0.686
H: 1.011 -2.033 0.609


This record from OMol25 describes C3H6ClO2Si as an isolated structure in a non-equilibrium geometry. The level of theory is ωB97M-V with the def2-TZVPD basis set.

For the energy above the lowest of the compared OMol25 structures with the same formula, charge and spin, the calculation gives 162.2 kJ/mol. Its frontier orbital gap is 7.3 eV. The total charge is -1.

Positions of all 13 atoms, in Å:
C: 0.421 0.368 0.014
C: 2.611 -0.319 0.539
C: 1.185 -0.705 0.240
O: -1.318 0.092 -0.408
O: 0.480 1.566 -0.080
Si: -2.802 0.422 -0.691
Cl: -4.026 -0.436 0.739
H: 2.876 -0.708 1.635
H: 3.451 -0.849 -0.199
H: 2.669 0.774 0.445
H: 0.924 -1.782 0.105
H: -3.369 -0.246 -1.834
H: -3.101 1.825 -0.506


This record from OMol25 describes a 2-piece molecular cluster, C6H10 overall. The level of theory is ωB97M-V with the def2-TZVPD basis set.

Its structure (SMILES) is CC1=C=CCC1.[H][H]. For the energy above the lowest of the compared OMol25 structures with the same formula, charge and spin, the calculation gives 411.8 kJ/mol. Its frontier orbital gap (alpha / beta) is 7.4 / 7.4 eV. The total charge is 0.

Positions of all 16 atoms, in Å:
C: 2.213 -0.083 -0.175
C: 0.742 -0.094 0.056
C: -0.105 0.984 -0.081
C: -1.366 0.475 -0.180
C: -1.401 -1.031 -0.288
C: -0.012 -1.377 0.334
H: 2.519 -0.917 -0.819
H: 2.526 0.869 -0.612
H: 2.747 -0.210 0.777
H: -2.284 1.050 -0.047
H: -2.259 -1.447 0.254
H: -1.459 -1.410 -1.318
H: 0.493 -2.240 -0.120
H: -0.129 -1.598 1.403
H: -0.873 3.241 0.317
H: -1.352 3.789 0.500


Copy entry 3 word for word.
This record from OMol25 describes C3H6ClO2Si as an isolated structure in a non-equilibrium geometry. The level of theory is ωB97M-V with the def2-TZVPD basis set.

For the energy above the lowest of the compared OMol25 structures with the same formula, charge and spin, the calculation gives 162.2 kJ/mol. Its frontier orbital gap is 7.3 eV. The total charge is -1.

Positions of all 13 atoms, in Å:
C: 0.421 0.368 0.014
C: 2.611 -0.319 0.539
C: 1.185 -0.705 0.240
O: -1.318 0.092 -0.408
O: 0.480 1.566 -0.080
Si: -2.802 0.422 -0.691
Cl: -4.026 -0.436 0.739
H: 2.876 -0.708 1.635
H: 3.451 -0.849 -0.199
H: 2.669 0.774 0.445
H: 0.924 -1.782 0.105
H: -3.369 -0.246 -1.834
H: -3.101 1.825 -0.506